# 1
Entry from the OMol25 dataset: a molecular structure, C21H9Cl5N3O8RuS2 at a distorted geometry (wB97M-V/def2-TZVPD).

```
49
Properties=species:S:1:pos:R:3:forces:R:3
Ru -0.503 0.607 0.488 -0.22 1.00 -0.39
Cl -1.905 -0.434 3.571 0.02 0.04 -0.02
C -0.884 0.955 3.580 0.04 -0.17 -0.02
C -0.283 1.419 2.397 0.10 0.17 -0.02
C 0.541 2.549 2.600 -0.10 0.06 -0.12
Cl 1.350 3.337 1.287 0.11 -0.11 -0.03
C 0.754 3.144 3.845 0.01 0.00 0.05
Cl 1.784 4.525 4.020 0.00 0.00 0.01
C 0.136 2.638 4.978 0.00 -0.02 -0.05
Cl 0.389 3.364 6.527 0.00 0.01 0.03
C -0.690 1.538 4.836 0.00 0.03 0.03
Cl -1.470 0.901 6.246 0.00 0.00 0.00
O 0.197 -1.319 -1.581 0.00 0.04 -0.16
S -0.897 -0.845 -2.414 0.15 -0.26 0.12
O -0.650 -0.896 -3.839 -0.04 0.08 -0.09
O -1.469 0.411 -1.930 0.35 -0.04 0.25
C -2.207 -2.045 -2.128 0.01 0.05 0.11
C -2.680 -2.725 -3.242 0.01 -0.03 -0.04
C -3.676 -3.683 -3.135 0.01 0.01 0.02
C -4.215 -3.967 -1.893 0.00 0.00 0.00
C -3.757 -3.287 -0.774 -0.03 -0.01 -0.01
C -2.758 -2.323 -0.870 -0.06 0.01 -0.03
S -2.310 -1.572 0.720 0.11 -0.03 -0.05
O -2.494 -0.085 0.618 -0.13 -0.06 0.27
O -3.231 -2.192 1.637 0.01 0.00 0.08
O -0.886 -1.781 0.972 -0.14 -0.12 -0.26
H -2.234 -2.481 -4.196 -0.01 0.00 0.01
H -4.026 -4.200 -4.021 0.00 0.00 0.00
H -4.994 -4.712 -1.783 0.00 0.00 -0.01
H -4.178 -3.495 0.198 0.01 0.01 0.00
O 1.589 -0.191 1.111 0.16 -0.16 -0.16
C 1.992 0.311 0.031 0.08 -0.40 0.58
O 1.253 1.125 -0.584 -0.17 0.02 0.10
C 3.325 -0.082 -0.512 -0.01 0.18 -0.19
C 4.194 -0.842 0.259 0.00 0.01 -0.02
C 5.428 -1.212 -0.255 0.01 -0.01 0.01
C 5.790 -0.830 -1.541 0.00 0.00 0.01
C 4.915 -0.078 -2.314 -0.01 0.00 0.01
C 3.684 0.298 -1.799 -0.01 0.00 -0.01
H 3.879 -1.137 1.251 0.00 0.00 0.01
H 6.107 -1.805 0.346 0.00 0.00 0.00
H 6.752 -1.126 -1.943 0.00 0.00 0.00
H 5.190 0.209 -3.322 0.00 0.00 0.00
H 2.976 0.871 -2.384 0.01 0.00 0.00
N -2.062 5.910 -2.484 -0.01 -0.01 -0.02
C -2.241 5.133 -1.640 -0.07 0.02 0.08
N -2.552 4.339 -0.630 0.19 -0.07 -0.11
C -1.801 3.327 -0.345 -0.03 0.13 0.07
N -1.170 2.434 0.040 -0.34 -0.36 -0.07
```
Positions in Å, forces in eV/Å.

Output
gap between HOMO and LUMO (spin up / spin down)	7.241 / 7.282	eV
LUMO (spin up / spin down)	4.0 / 4.0	eV
maximum force	1.09	eV/Å
2S+1	2
⟨S²⟩	0.756
charge	-2
highest occupied orbital energy (spin up / spin down)	-3.26 / -3.30	eV

# 2
Entry from the OMol25 dataset: a molecular structure, C22H10BrCl5N2NaO at a distorted geometry (wB97M-V/def2-TZVPD).

```
42
Properties=species:S:1:pos:R:3:forces:R:3
Na -0.915 -0.341 -1.295 0.21 -0.38 0.42
Br -1.275 -6.098 4.154 0.10 -0.52 0.26
C -1.127 -4.952 2.648 -0.14 -1.51 0.67
C -1.035 -5.503 1.373 -0.30 -0.13 -1.72
C -1.009 -4.627 0.281 -0.03 0.37 2.14
C -1.138 -3.171 0.497 0.08 0.26 -0.28
O -1.237 -2.382 -0.480 0.08 -0.59 0.19
C -1.158 -2.689 1.880 -0.46 -0.29 -1.01
C -1.276 -1.318 2.255 0.76 3.22 -0.68
N -1.083 -0.219 1.500 -0.79 -3.78 0.11
C -0.943 1.059 1.972 0.70 -0.35 -1.08
C -0.701 1.382 3.267 -0.13 1.22 0.53
C -0.302 2.688 3.694 -0.22 -1.18 0.97
C -0.120 3.652 2.773 -0.16 0.86 -0.29
C -0.326 3.389 1.382 -0.39 -0.78 0.09
C -0.092 4.379 0.424 0.70 2.17 -0.18
C -0.158 4.147 -0.941 -0.75 -1.41 1.77
C -0.503 2.845 -1.281 0.65 -1.82 1.30
N -0.673 1.830 -0.372 -1.10 0.65 -2.19
C -0.722 2.052 0.926 1.33 2.93 1.52
C -1.170 -3.648 2.905 0.71 2.45 1.42
H -1.059 -6.624 1.307 0.25 1.31 -0.30
H -0.858 -4.910 -0.735 -0.13 -0.43 -0.50
H -1.479 -1.145 3.334 0.08 -0.33 -0.34
H -0.842 0.615 3.990 0.14 -0.40 0.57
H -0.131 2.840 4.788 -0.14 0.06 -1.14
H 0.150 4.659 3.078 0.10 -0.06 -0.11
H 0.205 5.445 0.722 -0.41 -1.74 -0.02
H 0.054 4.888 -1.658 0.12 0.70 -0.72
H -0.475 2.506 -2.305 -0.13 -0.05 -0.22
H -1.026 -3.271 3.957 -0.65 -0.52 -1.09
Cl -1.168 -0.158 -4.702 -1.14 -0.07 -0.18
C 0.458 0.096 -4.264 3.39 0.48 1.57
C 0.931 0.095 -2.968 -1.90 -0.84 2.30
C 2.207 0.112 -2.416 -1.03 0.37 -2.97
Cl 2.546 -0.015 -0.706 -0.09 0.09 -0.17
C 3.195 0.250 -3.395 0.36 -0.41 0.87
Cl 4.934 0.201 -2.889 -1.09 0.15 -0.74
C 2.782 0.354 -4.737 0.92 0.73 -0.29
Cl 3.998 0.827 -5.892 0.23 -0.23 -0.13
C 1.458 0.307 -5.194 0.18 -0.30 0.03
Cl 1.083 0.451 -6.876 0.09 0.10 -0.42
```
Positions in Å, forces in eV/Å.

Output
gap between HOMO and LUMO	6.361	eV
LUMO	1.8	eV
maximum force	3.87	eV/Å
2S+1	1
charge	-1
highest occupied orbital energy	-4.53	eV

# 3
Entry from the OMol25 dataset: 19 unconnected molecules or ions with the total composition C22H10Cl72N at a distorted geometry (wB97M-V/def2-TZVPD).

```
105
Properties=species:S:1:pos:R:3:forces:R:3
C -3.385 2.583 2.150 0.07 0.05 -0.54
C -4.433 1.816 1.267 0.36 0.95 -0.06
C -5.912 1.870 1.808 -0.13 -1.01 1.11
C -6.367 3.334 2.128 -0.31 -0.54 -0.40
N -6.141 1.074 3.006 0.37 0.43 -0.08
H -3.628 3.671 2.270 0.07 -0.85 -0.13
H -3.261 2.154 3.165 -0.34 0.15 -0.74
H -2.405 2.532 1.606 -0.60 0.11 0.59
H -4.393 2.294 0.245 -0.02 -0.42 0.72
H -4.040 0.771 1.158 -0.70 0.63 0.09
H -6.587 1.477 0.990 0.45 0.56 -0.16
H -6.426 3.925 1.175 0.10 -0.10 0.78
H -7.384 3.249 2.587 0.76 0.11 -0.46
H -5.718 3.826 2.885 -0.30 -0.32 -0.57
H -5.848 0.103 2.831 -0.01 0.29 -0.19
C 1.221 1.451 1.087 -0.18 -0.05 0.01
Cl 2.244 0.827 2.394 -0.07 0.04 -0.15
Cl 1.028 3.206 1.272 0.08 -0.36 -0.18
Cl 1.984 1.100 -0.477 0.19 0.46 0.14
Cl -0.368 0.669 1.154 0.28 0.11 -0.30
C -0.312 7.126 1.088 -0.23 -0.21 -0.03
Cl 0.861 6.221 2.063 -0.24 0.09 -0.19
Cl -0.366 8.814 1.635 0.02 -0.10 -0.06
Cl 0.175 7.074 -0.616 -0.01 0.02 0.17
Cl -1.913 6.394 1.268 0.26 0.08 -0.02
C 1.769 -3.029 -1.442 -0.21 -0.04 -0.02
Cl 0.979 -4.608 -1.286 0.04 0.24 -0.06
Cl 3.364 -3.053 -0.648 -0.26 0.27 -0.01
Cl 1.978 -2.636 -3.158 0.07 -0.47 0.44
Cl 0.761 -1.796 -0.674 0.04 -0.54 -0.13
C -5.336 2.687 -3.286 -0.06 -0.09 0.36
Cl -6.626 2.981 -2.111 0.23 -0.05 -0.17
Cl -5.254 4.045 -4.430 0.23 -0.76 0.05
Cl -3.791 2.537 -2.436 -0.15 0.04 -0.24
Cl -5.672 1.188 -4.174 0.04 0.14 0.02
C -2.148 -6.588 0.443 -0.02 0.00 0.03
Cl -1.714 -7.163 -1.179 -0.01 0.04 0.11
Cl -3.001 -7.875 1.319 0.27 -0.41 -0.86
Cl -0.673 -6.149 1.322 -0.16 -0.11 -0.05
Cl -3.198 -5.168 0.301 0.15 -0.17 -0.02
C 3.300 8.142 5.058 0.01 0.11 -0.09
Cl 2.479 6.842 5.941 0.06 0.12 -0.08
Cl 4.891 7.573 4.515 -0.15 0.03 0.06
Cl 2.326 8.604 3.653 0.28 0.14 0.39
Cl 3.503 9.543 6.126 0.57 -0.17 -0.44
C 4.064 -7.691 -1.539 0.01 -0.02 -0.02
Cl 5.269 -8.559 -0.569 -0.12 0.07 -0.11
Cl 3.975 -6.004 -1.010 0.19 -0.44 -0.07
Cl 4.534 -7.723 -3.247 -0.25 -0.45 0.33
Cl 2.478 -8.460 -1.342 0.15 0.12 0.01
C -3.703 -6.349 5.170 0.01 0.32 -0.10
Cl -4.479 -7.949 5.294 0.18 0.17 -0.15
Cl -2.125 -6.398 5.979 -0.17 -0.05 -0.06
Cl -3.477 -5.951 3.459 -0.25 0.45 1.02
Cl -4.718 -5.111 5.926 0.17 -0.16 -0.17
C 6.318 -5.305 -5.975 0.02 0.10 0.12
Cl 7.622 -6.483 -6.211 -0.18 0.05 0.16
Cl 4.866 -5.851 -6.834 0.13 0.05 0.08
Cl 5.960 -5.158 -4.248 0.24 0.39 -0.37
Cl 6.824 -3.729 -6.613 -0.05 -0.14 0.04
C 10.124 -4.384 -9.066 -0.05 -0.02 0.02
Cl 9.514 -2.719 -9.082 0.07 -0.16 -0.01
Cl 10.939 -4.700 -7.524 -0.10 0.04 -0.15
Cl 8.771 -5.511 -9.259 0.21 0.16 -0.13
Cl 11.273 -4.604 -10.399 -0.10 0.03 0.13
C 0.525 11.097 8.480 -0.10 -0.15 -0.05
Cl -0.755 10.847 9.682 0.14 0.06 -0.11
Cl 1.973 11.733 9.283 -0.10 -0.05 -0.07
Cl 0.916 9.557 7.697 -0.61 0.24 0.46
Cl -0.029 12.256 7.258 0.07 -0.11 0.12
C 2.064 -0.122 -6.245 -0.01 0.11 -0.03
Cl 3.294 -1.384 -6.449 -0.10 0.09 0.05
Cl 0.583 -0.593 -7.099 0.52 0.07 0.31
Cl 1.706 0.077 -4.521 -0.16 0.40 -0.49
Cl 2.670 1.408 -6.907 -0.03 -0.16 0.07
C -7.107 -6.929 9.232 0.08 0.04 -0.05
Cl -8.600 -7.874 9.071 0.13 0.08 0.03
Cl -5.947 -7.441 7.995 -0.35 -0.03 0.40
Cl -7.472 -5.208 9.022 0.05 -0.20 0.02
Cl -6.413 -7.194 10.843 -0.07 0.02 -0.12
C 6.054 0.025 -2.155 -0.09 -0.04 0.02
Cl 5.959 1.069 -0.726 0.01 -0.14 -0.15
Cl 4.489 0.013 -2.985 0.27 0.03 0.10
Cl 7.306 0.636 -3.253 -0.11 -0.06 0.09
Cl 6.462 -1.627 -1.656 0.00 0.31 -0.16
C -0.790 1.000 5.112 -0.24 0.10 -0.07
Cl -2.089 1.296 6.278 0.17 -0.05 -0.18
Cl -0.702 2.353 3.972 0.19 -0.14 0.57
Cl 0.758 0.849 5.974 -0.04 -0.01 -0.03
Cl -1.120 -0.502 4.229 0.03 0.15 0.24
C -6.500 8.300 -5.295 0.04 -0.06 0.05
Cl -6.609 9.369 -3.885 0.01 -0.11 -0.16
Cl -8.073 8.240 -6.112 0.15 0.02 0.07
Cl -5.275 8.925 -6.416 -0.11 -0.04 0.09
Cl -6.044 6.669 -4.767 -0.31 0.90 -0.11
C 8.354 -3.450 1.525 0.01 0.07 0.02
Cl 9.570 -4.721 1.300 -0.13 0.12 0.01
Cl 6.880 -3.881 0.638 0.15 -0.13 0.17
Cl 7.978 -3.290 3.249 0.03 -0.02 -0.19
Cl 8.988 -1.912 0.914 -0.06 -0.18 0.09
C -2.719 -2.919 -8.037 -0.03 -0.06 0.09
Cl -1.995 -1.323 -8.307 -0.46 -0.20 -0.20
Cl -4.485 -2.785 -8.105 0.21 0.00 0.00
Cl -2.162 -4.040 -9.293 -0.05 0.12 0.11
Cl -2.231 -3.524 -6.445 -0.04 0.09 -0.19
```
Positions in Å, forces in eV/Å.

Output
gap between HOMO and LUMO	2.444	eV
LUMO	0.9	eV
maximum force	1.50	eV/Å
2S+1	1
charge	-1
highest occupied orbital energy	-1.54	eV

# 4
Entry from the OMol25 dataset: C22H12F2N2O4S in the gas phase at a distorted geometry (wB97M-V/def2-TZVPD).

```
43
Properties=species:S:1:pos:R:3:forces:R:3
O -1.896 -1.173 -4.253 0.57 0.36 1.22
C -1.330 -1.257 -3.144 -0.76 -0.98 -0.90
C -1.603 -0.267 -2.112 -1.16 0.91 0.08
C -2.492 0.784 -2.224 0.92 -2.89 -2.68
O -3.260 1.018 -3.328 0.81 0.20 1.93
C -2.464 1.524 -0.968 -2.01 2.57 0.59
O -3.171 2.503 -0.759 0.87 -0.79 0.36
N -1.574 0.937 -0.093 -1.52 0.07 -0.65
C -1.455 1.306 1.255 1.65 -1.25 1.82
N -0.610 0.607 1.998 -1.44 1.03 -0.94
C -0.529 1.131 3.278 0.59 -0.12 -0.26
C 0.368 0.654 4.222 0.13 0.13 0.73
C 0.504 1.317 5.441 0.30 -0.29 -0.18
C -0.241 2.472 5.700 0.43 -0.06 0.12
F 0.000 3.174 6.867 -0.44 -0.77 -1.19
C -1.143 2.950 4.776 -0.41 0.88 0.41
C -1.274 2.271 3.561 -0.18 -0.29 -0.03
S -2.266 2.624 2.193 -0.04 -0.08 -1.62
C -1.006 -0.274 -0.755 1.61 0.64 0.83
C 0.517 -0.061 -0.806 0.13 -0.29 0.33
C 1.107 0.956 -1.570 0.38 -1.19 0.70
C 2.485 1.134 -1.526 0.34 -0.27 0.51
C 3.301 0.333 -0.710 -1.01 -0.29 1.19
C 2.662 -0.611 0.140 -0.49 1.21 -2.04
F 3.366 -1.334 0.996 0.55 -0.38 0.45
C 1.290 -0.834 0.046 0.58 -0.29 0.01
C -0.383 -2.425 -2.998 0.61 -0.19 0.04
C 0.474 -2.795 -3.993 -0.23 -0.31 0.51
C 1.278 -3.862 -3.471 0.23 -0.03 0.21
C 0.873 -4.064 -2.179 0.41 -0.49 -0.88
O -0.162 -3.222 -1.872 0.21 0.65 -0.16
H -3.078 0.271 -3.948 0.23 0.21 0.21
H 0.956 -0.217 3.953 0.04 0.10 0.26
H 1.233 0.969 6.165 -0.14 0.10 -0.01
H -1.685 3.874 5.017 0.16 -0.47 -0.28
H -1.287 -1.190 -0.218 0.29 0.30 0.15
H 0.499 1.547 -2.201 -0.49 0.68 -0.56
H 2.951 1.949 -2.069 -0.10 -0.18 -0.14
H 4.366 0.522 -0.601 -0.21 -0.14 -0.15
H 0.830 -1.638 0.622 0.16 0.33 0.03
H 0.483 -2.334 -4.968 0.12 -0.09 0.01
H 2.085 -4.414 -3.976 -0.60 0.44 0.34
H 1.281 -4.854 -1.492 -1.08 1.31 -0.37
```
Positions in Å, forces in eV/Å.

Output
gap between HOMO and LUMO	7.502	eV
LUMO	-1.2	eV
maximum force	4.05	eV/Å
2S+1	1
highest occupied orbital energy	-8.73	eV

Per-record calculated total energy, eV: -129640.436, -165076.539, -926073.054, -50448.284
Per-record relative energy (zero: lowest compared OMol25 entry of this formula, charge and spin), kJ/mol: 130.27, 0.00, 170.46, 9.69